[1]
The following is a quantum chemistry calculation of a 2-piece molecular cluster, C3H11NO overall at a distorted geometry, from the Open Molecules 2025 dataset.

The geometry in XYZ format:
```
16
Properties=species:S:1:pos:R:3:mulliken_charge:R:1
C 0.3568 1.2483 -0.4139 -1.39
C -0.6893 0.6095 0.4796 0.54
C -0.2906 0.7618 1.9607 -1.31
N -1.9821 1.2083 0.1645 -0.63
H 1.3690 0.8664 -0.3621 0.40
H 0.0970 1.0613 -1.4572 0.35
H 0.3797 2.3310 -0.2846 0.35
H -0.7772 -0.4639 0.2640 0.18
H -0.9842 0.2589 2.6351 0.33
H 0.7701 0.5309 2.0992 0.36
H -0.3398 1.8238 2.1923 0.33
H -1.8491 2.1724 -0.1105 0.26
H -2.6022 1.2558 0.9804 0.23
O 2.5640 -4.6652 -2.7590 -0.64
H 1.9733 -4.2500 -3.4169 0.32
H 2.0046 -4.7494 -1.9717 0.32
```

Output
SMILES: CC(C)N.O
2S+1: 1
E_LUMO, eV: 0.766

***

[2]
The following is a quantum chemistry calculation of a 2-piece molecular cluster, C3H11NO overall at a distorted geometry, from the Open Molecules 2025 dataset.

The geometry in XYZ format:
```
16
Properties=species:S:1:pos:R:3:mulliken_charge:R:1
C 1.3310 -2.2701 1.4441 -1.18
C 0.2955 -1.1687 1.4790 -0.16
O 0.8676 -0.0832 2.1860 -0.32
C 0.2395 1.1515 1.9757 -0.64
H 1.7262 -2.3821 2.4553 0.29
H 2.2102 -2.0569 0.8306 0.30
H 0.9319 -3.2354 1.1495 0.36
H -0.0362 -0.8403 0.5200 0.35
H -0.5172 -1.5646 2.0994 0.22
H -0.1575 1.2408 0.9612 0.29
H -0.6181 1.2761 2.6347 0.26
H 0.9810 1.9085 2.2179 0.22
N -1.9353 2.2166 -4.8577 -0.65
H -2.6618 1.6465 -5.2576 0.22
H -1.3056 2.4458 -5.6236 0.22
H -1.3513 1.7155 -4.2146 0.21
```

Output
SMILES: CCOC.N
2S+1: 1
E_LUMO, eV: 0.941

***

ΔE to the lowest compared entry with this formula, charge and spin readings, ordered: 0.424; 1.016 eV
Highest occupied orbital energy readings, ordered: -9.301; -9.676 eV
E readings, ordered: -250.88108; -250.85930 Eh